Formula: C15H10Co2NO6
Source: OMol25
Level of theory: ωB97M-V/def2-TZVPD

Structure (XYZ):
```
34
Properties=species:S:1:pos:R:3:forces:R:3
Co -1.8285 -0.3746 -0.5826 -4.48 0.20 -0.80
Co -0.9792 -0.5340 1.7304 -0.80 -0.17 0.62
O -2.7132 1.3290 3.1449 0.57 -0.74 -0.47
O -3.3190 -2.8140 0.0074 0.45 0.58 0.23
O -2.5555 -0.3095 -3.4362 -0.05 0.04 1.04
O 1.4311 -0.2862 3.3023 -0.82 -0.04 0.11
O -3.8192 1.6733 0.1822 1.30 -1.15 -0.01
O -1.7918 -3.1196 2.7938 -0.03 0.52 0.06
N 1.4101 -3.5353 -1.9657 2.05 -4.28 -0.30
C 0.7944 -1.7436 -1.6603 -3.68 5.60 1.07
C 0.4384 -0.3894 2.7185 1.39 0.06 -0.96
C -2.6986 -1.8471 -0.0716 -0.64 -1.10 -0.37
C -0.1865 0.0972 -0.0145 1.99 -0.83 1.53
C 1.8910 1.3855 -0.5978 -0.56 0.13 0.45
C -2.0534 0.6024 2.5232 -0.90 1.52 1.01
C -0.1455 -1.0045 -0.8957 5.20 -0.38 -1.05
C 1.0732 3.5007 1.0457 0.58 0.06 -0.37
C 0.6526 1.3119 0.0671 -0.31 0.12 -0.26
C 0.2337 2.4059 0.8570 0.28 0.76 -0.19
C -1.5091 -2.0939 2.3433 0.25 -1.35 -0.11
C -2.3548 -0.2888 -2.3026 0.78 -0.10 -0.71
C 2.3393 3.5252 0.4365 0.52 -0.09 -0.09
C 2.7387 2.4659 -0.3950 -0.15 0.33 0.13
C -2.9851 0.8955 -0.0100 -1.13 1.35 -0.39
H 1.8638 -3.4463 -2.8812 -0.25 0.23 0.10
H 1.8746 -1.5840 -1.6089 -0.54 0.67 0.36
H 3.7035 2.4514 -0.9125 -0.25 0.28 0.29
H -0.7604 2.4927 1.3095 0.42 -0.60 -0.22
H 2.1608 0.5871 -1.2792 0.02 -0.01 0.16
H 3.0403 4.3584 0.6159 -0.50 -0.42 -0.10
H 0.7320 -4.2825 -2.0987 -0.17 -0.18 0.20
H 0.7751 4.3657 1.6552 -0.02 -0.52 -0.25
H 0.3718 -1.8705 -2.6360 0.02 -0.48 -0.73
H 2.1754 -3.9240 -1.3845 -0.54 -0.02 0.02
```
Positions in Å, forces in eV/Å.

Results
**Energy relative to the best compared isomer or geometry (same formula, charge and spin)**: 2.0414 eV
**Kohn-Sham gap**: 5.81 eV
**2S+1**: 1
**E_LUMO**: 2.953 eV
**Net charge**: -1